Entry 1:
{"formula": "C9H13ClN3O2", "method": "wB97M-V/def2-TZVPD", "total_charge": 1, "fmax_ev_per_a": 5.61, "smiles": "COC(=O)[C@@]1(C2CC2)N=C[C@@H](Cl)C(=[NH2+])N1", "relative_energy_kcal_mol": 2.29, "total_energy_ha": -1125.362486, "gap_ev": 9.276, "homo_ev": -13.15, "lumo_energy_ev": -3.88, "species": ["C", "O", "C", "O", "C", "C", "C", "C", "N", "C", "C", "Cl", "C", "N", "N", "H", "H", "H", "H", "H", "H", "H", "H", "H", "H", "H", "H", "H"], "coordinates": [[-1.6296, -3.7150, -0.1361], [-1.4396, -2.2926, 0.0281], [-0.3512, -1.7628, -0.4515], [0.6118, -2.1637, -1.0814], [-0.3186, -0.0327, 0.0786], [-1.6504, 0.5837, 0.0424], [-1.8483, 1.7619, 1.1014], [-1.8351, 2.0412, -0.3257], [0.1786, -0.1487, 1.2853], [1.3260, 0.1531, 1.6086], [2.4855, 0.4875, 0.6871], [3.4193, -1.0781, 0.5141], [1.8883, 0.9820, -0.6023], [2.6363, 1.6808, -1.4578], [0.6509, 0.6814, -0.8583], [-0.7975, -4.4029, 0.1992], [-1.5486, -3.7602, -1.2513], [-2.6475, -4.0204, 0.1601], [-2.4886, -0.0864, -0.2153], [-0.9389, 1.9136, 1.7348], [-2.8396, 1.7744, 1.5785], [-2.7282, 2.4292, -0.8075], [-0.9228, 2.5443, -0.6684], [1.6207, 0.0707, 2.7156], [3.0467, 1.2963, 1.1792], [3.5737, 1.8456, -1.1036], [2.2074, 2.1620, -2.1923], [0.3390, 1.0560, -1.7615]], "forces_ev_per_angstrom": [[0.684, -1.147, -2.789], [0.527, 0.045, 1.007], [1.956, 2.546, -0.501], [-2.373, 0.174, 1.345], [-0.169, -2.505, -5.016], [-2.282, 1.600, 0.448], [-0.328, -1.816, 0.567], [1.339, 0.949, -0.998], [-0.109, -0.394, 3.498], [2.797, -0.228, 2.900], [-0.824, -0.146, 0.427], [-0.321, 1.359, -0.097], [0.523, -0.723, -0.290], [0.510, -1.283, 2.654], [-0.371, 0.216, -0.696], [-0.918, 1.268, 0.381], [-0.452, -0.804, 0.727], [0.762, 0.505, 0.242], [0.565, 0.469, 0.545], [-1.196, 0.114, -0.626], [0.804, 0.030, 0.056], [0.067, -0.449, 0.005], [-0.458, 0.008, -0.088], [-0.367, 0.029, -1.660], [0.421, -0.559, -0.407], [-0.153, 0.422, -0.847], [-0.118, 0.886, -1.356], [-0.517, -0.565, 0.572]]}

=====

Entry 2:
{"formula": "H80O40", "method": "wB97M-V/def2-TZVPD", "fmax_ev_per_a": 3.78, "relative_energy_kcal_mol": 244.82, "total_energy_ha": -3057.367195, "gap_ev": 9.420, "homo_ev": -9.93, "lumo_energy_ev": -0.51, "species": ["H", "H", "O", "H", "H", "O", "H", "H", "O", "H", "H", "O", "H", "H", "O", "H", "O", "H", "O", "H", "H", "O", "H", "H", "O", "H", "H", "O", "H", "H", "O", "H", "O", "H", "H", "O", "H", "H", "O", "H", "H", "O", "H", "H", "O", "H", "H", "O", "H", "H", "O", "H", "O", "H", "H", "O", "H", "O", "H", "H", "O", "H", "H", "O", "H", "H", "O", "H", "H", "O", "H", "H", "O", "H", "H", "O", "H", "H", "O", "H", "H", "O", "H", "H", "O", "H", "H", "O", "H", "O", "H", "H", "O", "H", "H", "H", "H", "H", "H", "O", "H", "H", "O", "H", "H", "O", "H", "H", "O", "H", "H", "O", "H", "H", "O", "H", "H", "O", "H", "H"], "coordinates": [[-1.3120, 0.6078, -1.1445], [-2.6652, -0.4111, -0.7883], [-1.7288, -0.1331, -0.7009], [-4.4398, -2.2743, 0.4041], [-3.5995, -2.2318, -0.7676], [-4.5564, -2.1622, -0.5780], [1.0212, -0.0802, -3.0320], [1.1842, -1.1816, -3.9282], [0.4409, -0.7799, -3.4113], [1.8742, 5.5174, -1.0368], [2.0153, 4.0741, -1.0436], [1.3706, 4.7322, -0.7021], [-1.6825, 1.1513, 5.9901], [-1.5484, -0.3099, 6.2013], [-2.2338, 0.3586, 6.0695], [2.8693, -4.9369, -1.0074], [2.8157, -4.8985, -1.9938], [2.7471, 2.1099, 5.5238], [2.0050, 2.0259, 4.9210], [1.3135, -1.1227, -6.5524], [1.5690, 0.1528, -5.6574], [1.8403, -0.7474, -5.8484], [5.1068, -2.8526, 0.2320], [4.3140, -3.7537, 1.1563], [4.5413, -3.6350, 0.2257], [-5.1284, 0.8290, -4.2735], [-5.4589, 0.3166, -5.7259], [-4.9389, 0.9457, -5.2158], [-5.2068, 0.3649, -0.5948], [-4.8958, 1.7602, 0.1633], [-4.5797, 0.8888, -0.0919], [0.0507, 1.5613, -1.5673], [0.0586, 1.8009, -0.6159], [4.2011, -2.3147, -1.9807], [3.0707, -2.6506, -2.8520], [4.0421, -2.5722, -2.8952], [-4.4765, -1.3444, -2.3719], [-3.8531, -1.2626, -3.6962], [-4.3516, -0.6938, -3.0805], [0.1937, -4.6149, 3.3649], [-0.1572, -3.6684, 2.3536], [0.5900, -4.2819, 2.5375], [4.6382, -0.3839, -3.6785], [6.0989, 0.1892, -3.4781], [5.1923, 0.1778, -3.1275], [3.2263, 0.9374, -2.0938], [2.7919, 0.9208, -3.8140], [2.7590, 0.6975, -2.8817], [1.5460, 0.0407, 4.8932], [1.7496, -0.6645, 6.0771], [1.4259, -0.9037, 5.1980], [1.2466, 3.6933, 1.8410], [0.7031, 4.4818, 1.9111], [-1.2611, -1.3881, 2.1798], [-1.6344, -1.7716, 3.6859], [-1.0438, -1.9460, 2.9478], [4.0573, -3.0349, 4.1210], [4.2772, -3.3852, 3.2538], [2.9346, 1.1784, 1.0962], [2.2782, -0.2042, 0.9259], [2.9794, 0.2686, 1.3858], [-1.2338, -4.8079, -0.0959], [-2.3993, -4.0863, -0.4556], [-2.2057, -4.9985, -0.2072], [-1.6291, -4.8535, -4.0211], [-0.7380, -4.3271, -2.9971], [-1.0216, -4.1086, -3.9256], [3.1762, 3.1289, -5.2006], [1.7229, 2.5494, -5.3031], [2.6474, 2.3297, -5.1071], [-3.6146, 1.9496, -4.9586], [-3.6903, 3.2626, -3.9953], [-3.1094, 2.6804, -4.5159], [-4.8273, 0.3758, 3.6843], [-3.6777, 0.3672, 4.8534], [-4.0093, 0.0102, 4.0405], [0.1698, -3.0022, -2.2114], [0.6907, -4.2496, -1.4634], [-0.0677, -3.6544, -1.5357], [-0.1915, 5.3505, -1.4635], [-0.8149, 4.2649, -2.2199], [-1.0886, 5.0620, -1.7479], [-3.5874, 5.8109, -3.0191], [-2.8512, 4.5593, -2.8814], [-3.6778, 4.9594, -2.5682], [4.6628, 1.2676, 0.1258], [4.0596, 1.9760, 1.4143], [4.6894, 2.0276, 0.7101], [3.4110, 1.0925, 4.0066], [3.5813, 0.1550, 3.9507], [-3.6819, 4.2465, 1.7386], [-5.2405, 3.8234, 1.8769], [-4.4216, 3.7363, 1.3891], [-0.0684, 4.3073, 1.3577], [3.4831, -5.3088, -2.5362], [4.1797, -4.3365, 3.1941], [1.4495, 2.8037, 4.8298], [0.9811, 1.4953, -0.6080], [3.2743, -0.1127, 3.0566], [1.6729, -6.3760, 2.0300], [1.8453, -5.4490, 2.0948], [0.9983, -6.5014, 1.3610], [-2.1909, 5.6230, 0.7846], [-2.6687, 5.1424, 0.1051], [-2.5326, 6.4736, 1.0505], [2.6654, -1.9853, -0.2166], [1.8095, -2.3876, -0.4029], [3.3130, -2.5775, -0.6103], [-2.6251, -3.9976, 3.6866], [-1.6880, -4.0168, 3.5158], [-3.1298, -4.5029, 3.0490], [-1.7507, 2.4905, 1.5475], [-1.7490, 3.1426, 0.8509], [-2.1161, 1.6097, 1.4802], [0.4785, 0.6553, 2.0360], [-0.2729, 0.6438, 1.4311], [0.3340, 0.0973, 2.8046], [-1.2707, 4.4317, 3.6170], [-1.4042, 3.7809, 2.9144], [-0.4367, 4.7713, 3.2489]], "forces_ev_per_angstrom": [[-1.446, -0.103, -0.160], [0.930, 1.799, -0.722], [-0.084, -2.037, 1.464], [-0.997, 0.299, -0.994], [-0.458, 0.006, -0.574], [1.637, -0.403, 1.662], [-0.557, -0.310, 0.313], [-1.216, -0.062, -0.064], [1.680, 0.042, -0.022], [-0.793, -0.329, 0.795], [-0.850, -0.118, 0.446], [2.331, 0.585, -1.511], [-0.391, 0.101, -0.087], [-0.272, -0.275, -0.050], [0.840, 0.278, 0.242], [1.176, -0.551, -1.602], [-2.110, 0.697, 1.172], [-0.308, 0.725, 0.279], [-0.341, -0.572, -0.373], [-0.353, 0.245, -0.118], [-0.358, -0.073, -0.460], [0.890, -0.259, 0.390], [0.127, -0.167, 0.226], [-0.088, 0.381, 0.113], [0.735, -0.459, -0.165], [-0.048, -0.483, -0.220], [0.029, 0.030, 0.297], [-0.318, 0.074, -0.263], [-0.344, 0.480, 0.053], [-0.280, 0.026, -0.229], [0.758, -0.460, 0.289], [-0.995, 0.683, -0.069], [1.451, -0.421, -1.878], [0.598, 0.217, -0.387], [0.513, -0.209, -0.413], [-0.710, 0.303, 0.055], [-0.500, 0.521, 0.200], [-0.089, 0.756, -0.145], [0.433, -1.260, -0.018], [1.059, -0.518, -0.185], [1.071, 0.472, -0.455], [-2.401, 1.226, 0.795], [0.251, -0.334, 0.031], [-0.640, -0.283, 0.016], [1.115, 0.497, 0.117], [1.242, 0.716, -0.895], [1.432, 1.409, 0.540], [-3.265, -1.795, 0.647], [-0.151, -1.335, -0.638], [0.022, -0.963, 0.393], [-0.312, 1.996, 0.492], [-0.102, -0.143, -0.027], [0.321, 0.166, 0.060], [-0.273, -0.215, 0.749], [-0.479, 0.306, -0.317], [0.737, 0.201, -0.745], [-0.228, -0.341, 0.025], [0.376, 0.293, -0.921], [-0.960, -0.310, -0.147], [-0.109, -0.163, 0.171], [0.317, -0.630, -0.569], [-1.134, -0.925, -0.026], [-0.712, -0.142, -0.247], [1.730, 0.954, 0.361], [-0.160, 0.175, -0.687], [-0.149, 0.693, -0.980], [-0.175, -1.098, 1.089], [-0.171, -0.054, -0.039], [0.470, 0.284, 0.034], [-0.497, -0.214, -0.203], [0.221, 1.166, 0.650], [-0.189, -0.678, -0.559], [0.327, -0.031, -0.017], [0.392, 0.293, 0.715], [-0.120, 0.639, 0.725], [-0.213, -1.090, -1.711], [0.028, 0.371, 0.122], [0.204, 0.046, -0.313], [0.470, 0.038, 0.546], [-0.972, -0.199, 0.189], [-0.269, -0.153, -0.006], [1.076, -0.004, -0.354], [-0.390, 0.062, 0.292], [-0.147, -0.060, 0.559], [0.229, 0.040, -0.811], [-0.227, -0.364, 0.574], [0.446, -0.276, 0.557], [1.140, 1.638, -1.060], [-0.167, 0.132, -0.381], [0.720, -0.667, -0.182], [-0.356, 0.117, 0.557], [0.342, 0.491, 0.438], [-0.186, -0.653, -0.945], [0.268, 0.147, -0.179], [0.652, -0.254, 0.738], [-0.169, -0.102, 0.848], [0.272, 0.374, 0.402], [0.200, 0.135, 1.422], [0.268, 0.411, 0.594], [0.976, -2.120, -0.165], [-0.313, 0.766, -0.113], [-0.067, 0.250, 0.058], [1.109, -0.932, 0.772], [-0.506, 0.933, -0.499], [-0.615, -0.044, -0.415], [-0.989, 0.673, -0.323], [-0.114, 0.065, -0.042], [-0.212, -0.443, 0.647], [-0.821, 0.182, 0.993], [-0.107, -0.223, -0.562], [0.463, -0.233, -0.295], [0.968, 0.764, 1.904], [-0.707, -0.981, -0.960], [-0.612, 0.347, -1.193], [0.255, 0.293, -0.287], [-0.125, -0.046, 0.324], [-0.347, -0.261, -0.099], [0.255, 0.081, -0.035], [-0.698, -0.559, 0.376], [-0.084, 0.301, 0.598]]}

=====

Entry 3:
{"formula": "C2H6FN", "method": "wB97M-V/def2-TZVPD", "fmax_ev_per_a": 3.29, "relative_energy_kcal_mol": 149.58, "total_energy_ha": -234.172963, "gap_ev": [9.704, 10.087], "homo_ev": [-10.37, -10.13], "lumo_energy_ev": [-0.66, -0.05], "species": ["C", "C", "N", "F", "H", "H", "H", "H", "H", "H"], "coordinates": [[1.0276, -0.0248, -0.2950], [-0.2524, 0.6411, 0.1329], [-1.1385, -0.3563, -0.2592], [-2.4932, 0.0311, 0.1000], [1.0738, -0.1580, -1.4624], [1.8347, 0.6337, 0.0961], [1.2369, -1.0262, -0.0007], [-0.4942, 0.9587, 1.1814], [-0.4056, 1.6864, -0.4092], [-0.3890, -2.3858, 0.9161]], "forces_ev_per_angstrom": [[2.116, 1.601, -1.823], [-1.010, 2.006, -0.202], [-3.259, -0.405, -0.267], [1.689, -0.173, -0.255], [-0.097, 0.917, 2.152], [-0.041, -0.600, -0.737], [-0.361, -0.655, 1.007], [0.905, -0.672, -0.362], [0.160, -2.087, 0.479], [-0.104, 0.068, 0.008]]}